Entry 1:
DFT (ωB97M-V/def2-TZVPD) results for a molecular structure, C12H19O4PPd at a distorted geometry.

Atoms and positions in Å:
1 Pd -0.05577 2.36710 -0.13572
2 C 0.03869 3.38827 1.50767
3 O 0.07547 3.86954 2.55627
4 C -0.13126 3.56215 -1.75642
5 O -0.10462 4.35575 -2.59769
6 C -1.70099 1.50449 -0.93898
7 O -2.62403 1.19819 -1.56696
8 C 1.65360 1.69863 -0.98095
9 O 2.62612 1.41607 -1.52522
10 C 0.12865 -0.36712 -3.56536
11 H 1.10112 -0.87604 -3.41833
12 H -0.79689 -0.97361 -3.56042
13 C 0.07053 0.94874 -3.84707
14 H -0.88132 1.46535 -4.06037
15 H 0.99750 1.54806 -3.99543
16 C -2.43643 -0.24872 1.71329
17 C -0.93345 -0.12052 2.02063
18 P 0.17824 -0.10653 0.53606
19 C 1.87285 -0.34080 1.14900
20 C 2.06883 -1.27553 2.31362
21 C -0.23613 -1.65289 -0.34930
22 C -0.38806 -2.88480 0.51948
23 H -2.82696 0.65907 1.21887
24 H -2.95846 -0.36694 2.68105
25 H -2.66817 -1.12571 1.08347
26 H -0.72555 0.82031 2.56198
27 H -0.57531 -0.95763 2.64462
28 H 2.43832 -0.66943 0.28738
29 H 2.24743 0.64324 1.40663
30 H 1.98423 -2.33482 2.05352
31 H 3.08447 -1.13151 2.69720
32 H 1.39204 -1.06497 3.14300
33 H -1.14545 -1.45874 -0.90784
34 H 0.55414 -1.79051 -1.07860
35 H -1.13732 -2.76098 1.30838
36 H -0.73359 -3.71572 -0.10784
37 H 0.54754 -3.22147 0.99040

Results
**HOMO (alpha / beta)**: -16.19 / -16.51 eV
**Charge**: +2
**⟨S²⟩**: 2.0077
**Spin multiplicity**: 3
**Energy above the lowest of the compared OMol25 structures with the same formula, charge and spin**: 162.8 kJ/mol
**HOMO-LUMO gap (alpha / beta)**: 8.46 / 4.39 eV

=====

Entry 2:
DFT (ωB97M-V/def2-TZVPD) results for 2 unconnected molecules or ions with the total composition C12H19P at a distorted geometry.

Atoms and positions in Å:
1 C -4.42142 0.76557 -0.42018
2 C -3.53414 1.68389 -0.95326
3 C -4.01431 -0.34034 0.23521
4 C -2.14979 1.46120 -0.66603
5 C -2.64504 -0.59667 0.50878
6 C -1.86058 0.31805 -0.00776
7 C -2.25283 -1.68753 1.41490
8 C 1.18841 -0.68347 -1.23977
9 C 1.95539 -1.49880 1.09810
10 C 3.40375 0.01980 -0.38801
11 C 1.33081 0.91861 0.57807
12 C 1.95266 -0.32378 0.02253
13 P 1.35987 2.47678 -0.10210
14 H -5.41667 0.95063 -0.52472
15 H -3.95678 2.66866 -1.23716
16 H -4.75885 -1.19635 0.43888
17 H -1.30179 2.00457 -1.29932
18 H -2.50448 -2.70816 1.06628
19 H -1.10955 -1.71519 1.43217
20 H -2.60219 -1.60913 2.41787
21 H 1.90224 -1.45751 -1.65104
22 H 0.11005 -0.89894 -1.05027
23 H 1.22001 0.01417 -2.06503
24 H 2.40816 -1.03920 1.98477
25 H 0.89685 -1.73377 1.28692
26 H 2.62084 -2.19870 0.76978
27 H 4.14663 -0.26002 0.32068
28 H 3.44217 1.12795 -0.47486
29 H 3.65545 -0.29766 -1.36128
30 H 1.13436 0.85778 1.71151
31 H 0.25802 2.99026 0.72619
32 H 0.51450 2.60137 -1.29487

Results
**HOMO (alpha / beta)**: -8.47 / -7.30 eV
**Spin multiplicity**: 1
**Energy above the lowest of the compared OMol25 structures with the same formula, charge and spin**: 493.5 kJ/mol
**HOMO-LUMO gap (alpha / beta)**: 8.60 / 7.27 eV

=====

Entry 3:
DFT (ωB97M-V/def2-TZVPD) results for 2 unconnected molecules or ions with the total composition C12H19P at a distorted geometry.

Atoms and positions in Å:
1 C -1.01400 2.12672 -1.62831
2 C -0.93442 2.15523 -0.43906
3 C -3.11449 -0.55506 0.04670
4 C 3.07173 1.00009 1.09365
5 C 3.32445 -0.17806 0.01360
6 C 1.62075 1.17218 0.85828
7 C 1.30182 -1.26810 -1.34522
8 C -0.21553 -1.00098 -1.03980
9 C 2.09446 -1.09487 -0.01166
10 C 1.01908 -0.28539 0.85494
11 C -0.40609 -0.43101 0.35195
12 C -4.41352 -0.30299 0.75846
13 P -1.73579 -0.05354 1.20955
14 H -1.11277 1.77962 -2.70324
15 H -3.27967 -0.04050 -0.89474
16 H -0.88023 2.38661 0.53965
17 H -3.01276 -1.61094 -0.05061
18 H 3.25931 0.53360 2.18153
19 H 3.71655 1.87306 0.73207
20 H 3.28573 0.13247 -1.03155
21 H 4.15950 -0.75201 0.27248
22 H 1.04604 1.70925 1.68508
23 H 1.44901 1.55900 -0.14275
24 H 1.38854 -2.35376 -1.62393
25 H 1.58118 -0.74190 -2.22384
26 H -0.47127 -0.11388 -1.68963
27 H -0.81957 -1.92587 -1.13369
28 H 2.21889 -2.07728 0.32959
29 H 1.08840 -0.59804 1.88460
30 H -4.22704 -0.75205 1.81567
31 H -5.19726 -1.02199 0.45424
32 H -4.79102 0.73038 0.87599

Results
**HOMO**: -8.36 eV
**SMILES**: CC/P=C1\CC[C@H]2CCC[C@@H]12.C#C
**Spin multiplicity**: 1
**Energy above the lowest of the compared OMol25 structures with the same formula, charge and spin**: 392.7 kJ/mol
**HOMO-LUMO gap**: 9.02 eV

=====

Entry 4:
DFT (ωB97M-V/def2-TZVPD) results for 2 unconnected molecules or ions with the total composition C12H20 at a distorted geometry.

Atoms and positions in Å:
1 C 0.10770 -1.81220 -1.85372
2 C -1.11951 -2.55386 -1.27830
3 C 0.55933 -2.49105 -3.08963
4 C -0.14355 -0.34346 -2.12097
5 H 0.99842 -1.83266 -1.05973
6 H -2.07903 -2.34881 -2.02032
7 H -1.48788 -2.17937 -0.27828
8 H -0.12964 -2.83780 -3.90843
9 H 1.33518 -1.76769 -3.66071
10 H 1.21629 -3.32050 -2.78793
11 H -0.77603 -0.30378 -3.02585
12 H -0.57271 0.18586 -1.20999
13 H 0.81747 0.11513 -2.31372
14 H -0.87887 -3.62182 -1.14053
15 C 2.00018 1.26316 0.66196
16 C 2.29926 2.80522 0.68986
17 C 0.56645 1.07684 0.99821
18 C -0.64362 1.73753 0.62622
19 C 0.39967 -0.08752 1.80274
20 C -1.89077 1.28104 1.06336
21 C -0.79971 -0.41426 2.33726
22 C -2.00413 0.25059 1.95831
23 H 2.07148 0.97212 -0.42032
24 H 2.70960 0.78566 1.30015
25 H 1.39396 3.32974 0.20022
26 H -0.64031 2.67342 0.09640
27 H 1.05718 -0.85306 1.81696
28 H -2.80283 1.70772 0.52192
29 H -0.78747 -1.08451 3.11265
30 H -2.99245 -0.29958 2.49100
31 H 3.06884 3.07034 -0.12248
32 H 2.49100 3.33744 1.63723

Results
**HOMO**: -8.89 eV
**SMILES**: CCc1ccccc1.CC(C)C
**Spin multiplicity**: 1
**Energy above the lowest of the compared OMol25 structures with the same formula, charge and spin**: 278.5 kJ/mol
**HOMO-LUMO gap**: 9.83 eV

=====

Entry 5:
DFT (ωB97M-V/def2-TZVPD) results for 2 unconnected molecules or ions with the total composition C12H20.

Atoms and positions in Å:
1 C 1.24552 1.43696 -2.62190
2 C -2.64037 -2.60188 0.49912
3 C -0.10983 0.98235 -2.08070
4 C -1.28503 -2.14726 -0.04205
5 C -0.02431 -0.34792 -1.33518
6 C -1.37054 -0.81699 -0.78759
7 H 1.64514 0.68373 -3.32159
8 H 1.96152 1.56122 -1.79212
9 H 1.15403 2.39845 -3.15460
10 H -2.54889 -3.56336 1.03183
11 H -3.35637 -2.72614 -0.33064
12 H -3.04000 -1.84865 1.19881
13 H -0.50893 1.75264 -1.39308
14 H -0.82466 0.87698 -2.91937
15 H -0.88592 -2.91756 -0.72966
16 H -0.57020 -2.04188 0.79663
17 H 0.37400 -1.11934 -2.02198
18 H 0.68973 -0.24367 -0.49570
19 H -1.76885 -0.04557 -0.10077
20 H -2.08458 -0.92125 -1.62706
21 C -0.01888 1.70527 1.65851
22 C -0.02132 0.47491 2.31675
23 C 1.16482 2.20112 1.11072
24 C 1.15994 -0.25960 2.42721
25 C 2.34608 1.46661 1.22118
26 C 2.34364 0.23626 1.87942
27 H -0.94839 2.28325 1.57160
28 H -0.95275 0.08473 2.74779
29 H 1.16673 3.16927 0.59277
30 H 1.15802 -1.22776 2.94517
31 H 3.27750 1.85679 0.79014
32 H 3.27315 -0.34172 1.96635

Results
**HOMO**: -9.49 eV
**SMILES**: c1ccccc1.CCCCCC
**Spin multiplicity**: 1
**Energy above the lowest of the compared OMol25 structures with the same formula, charge and spin**: 0.0 kJ/mol
**HOMO-LUMO gap**: 10.57 eV

=====

Entry 6:
DFT (ωB97M-V/def2-TZVPD) results for 2 unconnected molecules or ions with the total composition C12H20Br3FINO5S at a distorted geometry.

Atoms and positions in Å:
1 N -0.13607 0.02033 -2.56200
2 C 0.94979 0.33115 -1.63832
3 C 0.88813 -0.62903 -0.45789
4 C -0.38252 -0.48531 0.45291
5 Br -1.37469 1.18949 0.11299
6 C -1.31449 -1.65103 0.06632
7 C -2.78190 -1.49282 0.43124
8 O -3.62750 -1.32138 -0.41686
9 I -3.44881 -1.63357 2.48521
10 C -0.09181 -0.48316 1.95949
11 O 0.11439 -1.79502 2.42816
12 C 0.94233 0.52946 2.38144
13 C 1.21933 0.48899 3.88390
14 C 1.44878 1.87131 4.48986
15 C 2.27636 2.83006 3.65057
16 F 1.46413 3.69003 2.93664
17 O 2.23487 0.44835 1.70626
18 S 2.39509 -0.58614 0.52467
19 O 3.42908 -0.08528 -0.32143
20 O 2.67000 -1.89328 1.03452
21 H -0.77404 0.79560 -2.65236
22 H 0.22858 -0.21391 -3.47087
23 H 1.88040 0.12048 -2.15182
24 H 0.99240 1.37270 -1.34665
25 H 0.86006 -1.62850 -0.87052
26 H -1.29645 -1.68493 -1.01691
27 H -0.89178 -2.58406 0.42442
28 H -1.01291 -0.15373 2.43172
29 H 1.00962 -1.89658 2.76175
30 H 0.52792 1.51074 2.17366
31 H 2.05825 -0.16957 4.07613
32 H 0.34419 0.06313 4.36650
33 H 1.98322 1.74821 5.42669
34 H 0.52448 2.37945 4.74569
35 H 2.86175 3.45236 4.32190
36 H 2.98651 2.34291 2.99240
37 Br -0.19680 -0.76768 -6.04821
38 C -1.99809 -1.22628 -5.46783
39 C -3.00341 -0.20631 -5.92793
40 Br -2.91633 1.41735 -4.85792
41 H -1.96342 -1.32417 -4.38672
42 H -2.20549 -2.19662 -5.91302
43 H -4.01461 -0.58424 -5.79665
44 H -2.85854 0.09051 -6.96111

Results
**HOMO**: -9.81 eV
**SMILES**: NC[C@@H]1[C@@](Br)(CC(=O)I)[C@@H](O)[C@@H](CCCF)OS1(=O)=O.BrCCBr
**Spin multiplicity**: 1
**HOMO-LUMO gap**: 10.05 eV

=====

Entry 7:
DFT (ωB97M-V/def2-TZVPD) results for 3 unconnected molecules or ions with the total composition C12H20Br4INO7S2 at a distorted geometry.

Atoms and positions in Å:
1 C 4.27810 3.13222 1.25487
2 C 4.53036 1.96014 0.13698
3 O 5.93773 1.47882 0.33726
4 C 3.43033 0.71988 0.36003
5 O 2.10853 1.35391 0.37645
6 C 1.13437 0.68562 -0.49209
7 C -0.22617 0.15373 0.24803
8 O -0.85654 -0.87435 -0.59782
9 C -1.29918 1.31397 0.67156
10 S -2.88387 0.37918 1.18923
11 N -0.78249 2.00084 1.93245
12 C -1.80340 1.95532 2.88348
13 O -2.67363 2.35367 3.84738
14 C -1.72625 2.35279 -0.51735
15 I -1.50523 4.45429 0.18955
16 O -1.11118 2.11069 -1.82760
17 S 0.58541 2.00595 -1.75781
18 O 1.04614 1.49513 -3.17865
19 O 1.32289 3.35293 -1.54432
20 H 3.24570 3.65764 1.07065
21 H 4.30459 2.66908 2.34848
22 H 5.09414 3.99567 1.22163
23 H 4.46508 2.34059 -0.98898
24 H 6.05668 0.63298 -0.21265
25 H 3.71323 0.18942 1.36894
26 H 3.62700 -0.02520 -0.51825
27 H 1.54852 -0.19945 -1.13400
28 H 0.12623 -0.36325 1.26494
29 H -1.12523 -0.48132 -1.48161
30 H -2.41022 -0.86260 1.71323
31 H -2.90304 2.22879 -0.67844
32 Br 3.83736 -3.70244 -3.72411
33 C 2.65532 -3.59438 -2.17704
34 C 1.23236 -3.30461 -2.59496
35 Br 1.00473 -1.42607 -3.06927
36 H 3.07370 -2.83830 -1.50718
37 H 2.72391 -4.57536 -1.69825
38 H 0.54395 -3.47237 -1.76198
39 H 0.90438 -3.89309 -3.45615
40 Br -5.97986 -4.03080 0.06661
41 C -6.92927 -2.95773 1.38929
42 C -6.14719 -1.71603 1.74979
43 Br -4.67044 -2.13661 2.95311
44 H -7.12955 -3.60842 2.24480
45 H -7.87646 -2.69119 0.91174
46 H -6.77424 -1.01290 2.30506
47 H -5.71726 -1.20678 0.88297

Results
**HOMO**: -9.67 eV
**SMILES**: C[C@@H](O)CO[C@H]1[C@H](O)[C@@](S)(N=C=O)[C@@H](I)OS1(=O)=O.BrCCBr.BrCCBr
**Spin multiplicity**: 1
**HOMO-LUMO gap**: 9.00 eV

=====

Entry 8:
DFT (ωB97M-V/def2-TZVPD) results for a molecular structure, C12H20Cl2GaN2Se at a distorted geometry.

Atoms and positions in Å:
1 Ga 0.67899 1.14121 -2.76832
2 Cl 1.06828 2.54200 -1.16832
3 Cl -0.01854 -0.91679 -2.55193
4 C -0.12857 1.89977 -4.22932
5 H -0.60748 1.28471 -5.00351
6 H -0.21153 2.98991 -4.33626
7 C 1.91138 -0.60853 0.48765
8 C 2.55021 -0.19067 -0.55364
9 H 0.94889 -1.12540 0.38667
10 C 3.82241 0.61364 -0.49664
11 H 2.26994 -0.51808 -1.56159
12 C 4.48246 0.53333 0.88827
13 H 4.52656 0.27741 -1.26708
14 H 3.60085 1.66599 -0.72753
15 C 3.44474 0.69785 1.99544
16 H 4.94685 -0.45487 0.98792
17 H 5.27375 1.28345 0.97824
18 C 2.39114 -0.42303 1.89347
19 H 3.92749 0.66520 2.98022
20 H 2.94062 1.66710 1.89573
21 H 2.86932 -1.35529 2.24012
22 H 1.54322 -0.23417 2.56397
23 C -2.94595 -2.27080 2.37546
24 N -3.31504 -1.48697 1.22140
25 C -4.40245 -1.74338 0.41137
26 C -4.39562 -0.80303 -0.57286
27 N -3.30335 0.00972 -0.34860
28 C -2.90328 1.12694 -1.17510
29 C -2.62597 -0.37998 0.78205
30 Se -1.24058 0.46985 1.57437
31 H -3.83571 -2.47696 2.98039
32 H -2.21933 -1.69862 2.95862
33 H -2.49811 -3.22590 2.07352
34 H -5.07984 -2.55455 0.61132
35 H -5.06547 -0.63424 -1.39796
36 H -2.22085 0.80284 -1.97229
37 H -3.80261 1.57748 -1.60899
38 H -2.37680 1.85286 -0.54628

Results
**HOMO (alpha / beta)**: -2.68 / -2.68 eV
**Charge**: -1
**Spin multiplicity**: 1
**Energy above the lowest of the compared OMol25 structures with the same formula, charge and spin**: 39.1 kJ/mol
**HOMO-LUMO gap (alpha / beta)**: 5.33 / 5.32 eV